58
Properties=species:S:1:pos:R:3 method="wB97M-V/def2-TZVPD" charge=+1 homo_ev=-12.393 orbital_gap_ha=0.3571
C 4.13 2.31 3.82
C 2.99 2.22 4.21
C 1.55 1.85 4.43
C 0.82 1.69 3.04
C 1.79 0.94 2.08
C 1.04 0.18 0.92
O 0.57 -1.07 1.56
C 1.43 -2.14 1.23
N 1.85 -1.76 -0.16
C 2.24 -0.35 0.06
C 2.69 0.48 -1.14
S 4.48 0.23 -1.31
O 5.15 0.82 -0.19
O 4.72 -1.20 -1.41
H 5.10 2.26 3.36
H 1.54 0.86 4.91
H 1.07 2.64 5.02
H -0.15 1.20 3.14
H 0.68 2.70 2.62
H 2.41 1.71 1.58
H 2.40 0.18 2.58
H 0.29 0.77 0.37
H 2.30 -2.04 1.89
H 0.99 -3.15 1.23
H 0.96 -1.77 -0.68
H 2.63 -2.32 -0.52
H 3.15 -0.45 0.69
H 2.14 0.26 -2.07
H 2.57 1.56 -0.96
H 4.95 0.85 -2.44
O -0.45 0.51 -2.22
C -0.90 -0.27 -3.02
O -0.23 -1.42 -3.24
C -0.77 -2.52 -4.01
C -0.50 -2.33 -5.49
C -2.13 0.04 -3.82
H -1.83 -2.66 -3.79
H -0.25 -3.41 -3.66
H -1.00 -1.44 -5.88
H -0.86 -3.19 -6.05
H 0.57 -2.21 -5.67
H -1.84 0.61 -4.70
H -2.79 0.64 -3.20
H -2.70 -0.84 -4.12
O -4.10 -0.44 -1.04
C -3.92 -0.13 0.11
O -4.84 0.63 0.74
C -4.82 0.89 2.15
C -3.94 2.08 2.48
C -2.65 -0.49 0.83
H -4.55 0.00 2.71
H -5.85 1.12 2.41
H -2.90 1.89 2.21
H -3.99 2.31 3.54
H -4.26 2.96 1.91
H -1.89 0.26 0.60
H -2.31 -1.46 0.45
H -2.76 -0.60 1.90

---

53
Properties=species:S:1:pos:R:3 method="wB97M-V/def2-TZVPD" charge=+2 homo_ev="-14.802 / -14.652" orbital_gap_ha="0.2507 / 0.2089" spin_multiplicity=4
C 3.45 2.63 -0.08
C 2.85 1.89 0.94
C 1.75 1.05 0.70
C 1.33 0.85 -0.63
C 1.93 1.60 -1.65
C 3.00 2.47 -1.38
C 1.08 0.41 1.87
C 0.75 1.40 3.02
N -0.33 2.32 2.75
Tc -0.06 -0.69 -1.25
C 1.40 1.48 -3.04
P -0.31 0.76 -2.86
H 3.23 1.95 1.96
H 3.43 3.03 -2.22
H 4.25 3.32 0.15
H 1.98 0.79 -3.68
H 1.31 2.43 -3.58
H 0.18 -0.14 1.59
H 1.77 -0.33 2.32
H 0.44 0.81 3.90
C -0.78 0.55 -4.58
C -1.22 2.25 -2.31
H 1.63 2.01 3.28
C -0.09 3.60 2.15
C -1.68 1.85 2.81
H -1.43 -1.34 -2.14
H -0.48 4.40 2.80
H 0.99 3.75 2.00
H -0.61 3.68 1.18
H -2.09 1.97 3.83
H -2.31 2.43 2.12
H -1.74 0.78 2.56
H -1.26 2.97 -3.14
H -2.23 1.95 -2.01
H -0.71 2.71 -1.45
H -0.47 1.42 -5.18
H -0.29 -0.36 -4.97
H -1.87 0.43 -4.63
H -1.75 -0.69 -1.74
C 0.37 -3.88 -0.16
C -0.76 -3.12 0.54
C -2.11 -3.75 0.19
C -0.59 -3.24 2.06
O -0.77 -1.75 0.20
H 0.23 -4.96 -0.02
H 1.34 -3.61 0.28
H 0.38 -3.67 -1.23
H -2.15 -4.79 0.53
H -2.92 -3.19 0.67
H -2.27 -3.75 -0.89
H 0.39 -2.87 2.37
H -1.35 -2.65 2.58
H -0.68 -4.28 2.38

---

72
Properties=species:S:1:pos:R:3 method="wB97M-V/def2-TZVPD" charge=+1 homo_ev="-7.447 / -12.616" orbital_gap_ha="0.0969 / 0.0798" spin_multiplicity=9
Cr -0.85 0.59 0.40
B 1.43 -0.12 1.51
F 2.42 -0.50 0.68
F 1.82 -0.07 2.86
F 0.98 1.19 1.07
F 0.30 -0.96 1.37
C 1.71 -3.71 -5.52
O 2.29 -2.74 -4.68
C 2.92 -3.06 -3.56
O 3.31 -4.15 -3.24
O 3.09 -1.91 -2.91
C 3.84 -2.04 -1.69
H 1.08 -4.39 -4.93
H 2.47 -4.38 -5.91
H 0.98 -3.43 -6.28
H 4.89 -2.12 -1.95
H 3.55 -2.88 -1.06
H 3.69 -1.19 -1.04
C 0.88 4.73 0.78
O -0.48 5.01 1.13
C -1.35 4.03 1.19
O -1.07 2.88 0.92
O -2.50 4.50 1.60
C -3.54 3.53 1.69
H 1.48 5.63 0.83
H 0.85 4.34 -0.24
H 1.27 4.00 1.49
H -3.86 3.21 0.70
H -4.44 3.90 2.16
H -3.23 2.67 2.29
C -2.06 2.57 -3.05
O -0.68 2.52 -3.36
C 0.20 2.23 -2.43
O -0.04 1.70 -1.37
O 1.40 2.55 -2.85
C 2.54 2.04 -2.16
H -2.42 1.57 -2.80
H -2.60 2.85 -3.95
H -2.31 3.28 -2.26
H 2.65 2.45 -1.15
H 3.40 2.42 -2.70
H 2.53 0.96 -2.15
C -3.71 -1.31 3.76
O -2.79 -0.42 4.30
C -1.93 0.42 3.63
O -1.68 0.25 2.39
O -1.49 1.30 4.55
C -0.55 2.30 4.11
H -4.09 -1.89 4.60
H -3.28 -2.07 3.09
H -4.49 -0.83 3.17
H -1.08 3.19 3.76
H 0.05 1.90 3.30
H 0.07 2.53 4.97
C -0.79 -1.23 -3.90
O -0.42 -2.37 -3.12
C -0.32 -2.25 -1.83
O -0.36 -1.23 -1.18
O -0.07 -3.44 -1.33
C -0.06 -3.58 0.08
H -0.83 -1.41 -4.96
H -0.09 -0.46 -3.59
H -1.78 -0.82 -3.68
H -0.32 -4.61 0.28
H -0.73 -2.89 0.59
H 0.93 -3.39 0.50
C 0.30 -2.50 4.64
C 0.93 -3.73 4.18
N 1.62 -4.76 3.85
H -0.70 -2.34 4.23
H 0.98 -1.67 4.48
H 0.12 -2.44 5.73

---

77
Properties=species:S:1:pos:R:3 method="wB97M-V/def2-TZVPD" charge=-1 homo_ev=-4.487 orbital_gap_ha=0.2298
C 0.67 -3.56 -0.30
C -0.23 -2.73 -1.10
C -1.49 -2.11 -0.27
I -2.93 -3.74 -0.40
O -0.87 -1.80 0.99
P -0.43 -0.12 1.26
Br -2.19 0.27 2.69
O 0.96 -0.10 0.21
C 2.14 0.43 0.86
C 3.39 -0.46 0.31
O -1.29 0.46 -0.17
C -1.84 -0.66 -0.90
C -3.36 -0.28 -1.25
C -4.41 -0.48 -0.04
C -5.03 0.87 0.55
I -6.16 0.28 2.36
H 1.42 -3.11 0.46
H 0.63 -4.70 -0.35
H -0.07 -2.53 -2.21
H -0.08 1.25 1.58
H 0.25 -0.60 2.43
H 2.31 1.52 0.51
H 2.10 0.43 2.00
H 3.68 -0.17 -0.75
H 3.13 -1.58 0.31
H 4.31 -0.35 1.02
H -1.32 -0.70 -1.93
H -3.67 -0.79 -2.23
H -3.36 0.86 -1.48
H -3.92 -1.09 0.79
H -5.28 -1.14 -0.45
H -5.83 1.35 -0.13
H -4.22 1.61 0.83
C -3.66 -7.75 1.60
C -2.67 -7.96 2.74
O -1.52 -8.54 2.13
S -1.38 -7.97 0.61
O -0.44 -6.88 0.63
O -1.27 -9.08 -0.28
O -2.87 -7.34 0.49
H -4.16 -8.69 1.34
H -4.41 -6.99 1.84
H -3.06 -8.61 3.52
H -2.37 -7.00 3.18
C 1.15 0.44 -3.51
C 0.84 1.58 -2.57
O 2.08 2.29 -2.42
S 2.92 2.18 -3.81
O 2.69 3.37 -4.57
O 4.23 1.69 -3.50
O 2.06 0.98 -4.48
H 1.66 -0.38 -2.99
H 0.26 0.05 -4.00
H 0.48 1.24 -1.60
H 0.11 2.27 -3.00
C 4.42 4.52 1.15
C 5.68 4.17 0.36
O 6.46 3.38 1.25
S 5.46 2.52 2.21
O 5.32 1.21 1.64
O 5.83 2.74 3.57
O 4.10 3.34 1.89
H 4.60 5.33 1.85
H 3.59 4.79 0.49
H 6.23 5.06 0.06
H 5.44 3.57 -0.52
C -0.38 5.33 0.37
C -1.33 5.82 -0.71
O -2.06 4.67 -1.11
S -2.23 3.68 0.17
O -3.53 3.92 0.75
O -1.77 2.37 -0.20
O -1.12 4.37 1.13
H 0.49 4.82 -0.06
H -0.03 6.14 1.02
H -0.80 6.26 -1.56
H -2.04 6.55 -0.31